[1]
Computed, not measured: CH8N2O as an isolated structure in a non-equilibrium geometry, with wB97M-V/def2-TZVPD.

```
12
Properties=species:S:1:pos:R:3:forces:R:3
N -2.235362 0.005606 0.973925 1.2 -0.1 1.4
H -2.661230 -0.851000 0.628348 -0.1 0.8 -0.7
H -1.236029 -0.258891 1.083742 -0.9 0.2 -0.1
H 1.072778 2.128497 0.666441 2.1 -0.2 0.0
H -2.212872 0.838600 0.399517 -0.5 -0.6 -0.6
N 0.228035 -1.777538 -0.423919 0.5 0.0 0.8
C 0.803522 -0.907467 -1.203844 -0.2 1.5 0.2
O 1.975160 0.315080 -0.849532 0.4 -3.7 -3.6
H -0.290975 -1.664198 0.602509 1.4 0.6 -2.6
H 1.869729 1.963629 0.565205 -2.2 1.3 0.8
H 1.852673 0.844809 -0.132877 -1.1 1.0 2.6
H 0.834571 -0.637126 -2.309516 -0.5 -0.8 1.7
```
Forces are in eV/Å.

Its expectation value of S² is 0.757. As for the spin multiplicity: 2. For the LUMO energy (spin up / spin down), the calculation gives 4.550 / 4.452 eV. The molecular weight is 64.09 g mol⁻¹. For the strongest force on any atom, the calculation gives 5.2 eV/Å. The total charge is -1.

[2]
Computed, not measured: C3H9IP2 as an isolated structure, with wB97M-V/def2-TZVPD.

```
15
Properties=species:S:1:pos:R:3:forces:R:3
C -0.881902 1.566553 -1.028099 -0.2 0.0 -0.1
C 2.086871 -0.576239 0.841934 0.0 -0.1 -0.1
C -1.662468 0.513909 -0.829578 0.1 0.1 0.0
P 1.150725 -1.347787 -0.566411 0.3 0.2 -0.1
P -2.166623 -0.099198 0.798247 0.1 -0.3 0.0
I 3.899029 0.286762 0.072024 -0.2 -0.1 0.2
H -0.539299 2.182216 -0.210876 0.0 0.1 0.2
H -0.558459 1.864006 -2.013065 0.1 0.0 -0.2
H 2.362335 -1.303045 1.604119 0.1 0.2 -0.1
H 1.502427 0.225517 1.287425 0.1 0.1 0.0
H -1.972715 -0.105863 -1.664785 0.0 0.1 -0.1
H 1.984864 -2.466411 -0.655602 0.3 -0.3 -0.1
H 0.246489 -2.024841 0.257253 -0.4 -0.2 0.2
H -3.519441 0.190532 0.625246 -0.5 0.0 0.1
H -1.931832 1.093895 1.482171 0.1 0.3 0.3
```
Forces are in eV/Å.

As for the spin multiplicity: 1. For the LUMO energy, the calculation gives 0.380 eV. The molecular weight is 233.96 g mol⁻¹. For the strongest force on any atom, the calculation gives 0.5 eV/Å.

[3]
Computed, not measured: C59H45N3OP2SSn as an isolated structure, with wB97M-V/def2-TZVPD.

```
112
Properties=species:S:1:pos:R:3:forces:R:3
Sn -1.437576 -1.425443 0.113442 -0.1 -0.1 -0.1
O -0.236784 0.250290 -0.598647 -0.1 -0.1 0.0
S -1.301033 1.350986 -0.916822 -0.1 0.1 0.1
C -0.579177 2.872709 -0.425505 0.1 0.0 -0.1
C 0.395007 3.411274 -1.245036 0.0 0.1 0.0
C 0.876167 4.716513 -1.076971 0.0 0.0 0.0
C 0.291801 5.486230 -0.102207 0.0 0.0 0.0
C 0.508608 6.929635 0.270894 0.0 0.0 0.0
C -0.519127 7.211971 1.398798 0.0 0.0 0.0
C -1.175574 5.879345 1.658451 0.0 0.0 0.0
C -2.117828 5.486095 2.560958 0.0 0.0 0.0
C -2.463697 4.116656 2.614003 0.1 0.0 0.0
C -1.969423 3.152984 1.755749 -0.1 0.1 0.1
P -2.296606 1.373912 2.102246 0.3 0.0 -0.1
C -3.209231 1.376741 3.676488 0.0 0.0 0.0
C -4.536555 0.961103 3.649108 -0.1 0.0 0.0
C -5.280718 0.911792 4.822402 0.0 0.0 0.0
C -4.695222 1.270193 6.025038 0.0 0.0 0.0
C -3.365175 1.680097 6.061822 0.0 0.0 0.0
C -2.624966 1.733357 4.894618 0.0 0.0 0.0
C -0.633955 0.832617 2.695282 0.0 -0.1 0.2
C 0.539713 1.577842 2.621172 0.0 0.0 -0.1
C 1.727068 1.082248 3.144814 0.0 0.0 0.0
C 1.760339 -0.160938 3.758244 0.0 0.0 0.0
C 0.600112 -0.919114 3.838050 -0.1 0.0 0.0
C -0.583705 -0.430196 3.303209 0.0 0.1 0.0
C -1.117919 3.589133 0.689699 0.0 0.0 0.0
C -0.683772 4.925433 0.743821 0.0 0.0 0.0
C -1.418497 1.560405 -2.693069 0.1 -0.1 -0.1
C -2.045542 2.753225 -2.993767 0.0 0.0 0.0
C -2.194272 3.238951 -4.298938 0.0 0.0 0.0
C -1.627160 2.513205 -5.306338 0.0 0.0 0.0
C -1.511638 2.810493 -6.777643 0.0 0.0 0.0
C -0.780778 1.582752 -7.370951 0.0 0.0 0.0
C -0.528671 0.679059 -6.193796 0.0 0.0 0.0
C 0.074166 -0.541203 -6.127615 0.0 0.0 0.0
C 0.061783 -1.200904 -4.888048 0.0 0.0 0.0
C -0.468810 -0.676347 -3.720185 0.0 0.1 0.1
P -0.625801 -1.957377 -2.440886 0.0 -0.1 0.0
C -1.744246 -3.234839 -3.075527 0.0 0.0 0.0
C -2.106054 -4.237963 -2.171503 0.0 0.0 0.0
C -2.976570 -5.248727 -2.541099 0.0 0.0 0.0
C -3.520171 -5.251933 -3.819180 0.0 0.0 0.0
C -3.189469 -4.246791 -4.714489 0.0 0.0 0.0
C -2.305440 -3.240583 -4.348828 0.0 0.0 0.0
C 1.052939 -2.656101 -2.375334 0.0 0.0 0.0
C 2.133329 -1.771391 -2.372268 0.0 0.0 0.0
C 3.427868 -2.253434 -2.268763 0.0 0.0 0.0
C 3.655447 -3.618661 -2.148537 0.0 0.0 0.0
C 2.584115 -4.499535 -2.141824 0.0 0.0 0.0
C 1.284256 -4.022853 -2.257227 0.0 0.0 0.0
C -0.970232 0.674326 -3.727873 0.0 0.0 0.0
C -1.037154 1.265979 -5.013142 0.0 0.0 0.0
H 0.752589 2.826408 -2.084384 0.0 0.0 0.0
H 1.639593 5.103875 -1.737829 0.0 0.0 0.0
H 0.369838 7.581764 -0.591730 0.0 0.0 0.0
H 1.533825 7.079467 0.613199 0.0 0.0 0.0
H -1.260874 7.948987 1.088733 0.0 0.0 0.0
H -0.042820 7.603733 2.297097 0.0 0.0 0.0
H -2.556549 6.173981 3.271621 0.0 0.0 0.0
H -3.127931 3.806404 3.408799 0.0 0.0 0.0
H -4.992860 0.679025 2.707521 0.0 0.0 0.0
H -6.312880 0.589660 4.793800 0.0 0.0 0.0
H -5.271184 1.228992 6.939891 0.0 0.0 0.0
H -2.909566 1.954924 7.003852 0.0 0.0 0.0
H -1.587686 2.047292 4.928058 0.0 0.0 0.0
H 0.533849 2.564915 2.178579 0.0 0.0 0.0
H 2.625177 1.684634 3.094730 0.0 0.0 0.0
H 2.679197 -0.529800 4.189642 0.1 0.0 0.0
H 0.612481 -1.881657 4.334728 0.0 0.0 0.0
H -1.500142 -1.001617 3.424475 0.0 0.0 0.0
H -2.404452 3.374337 -2.180706 0.0 0.0 0.0
H -2.694368 4.181986 -4.471855 0.0 0.0 0.0
H -0.951733 3.732690 -6.937067 0.0 0.0 0.0
H -2.495011 2.959798 -7.223944 0.0 0.0 0.0
H 0.153753 1.856671 -7.861008 0.0 0.0 0.0
H -1.387865 1.070767 -8.118421 0.0 0.0 0.0
H 0.505733 -1.023489 -6.994366 0.0 0.0 0.0
H 0.463376 -2.207667 -4.859842 0.0 0.0 0.0
H -1.691592 -4.242439 -1.166457 0.0 0.0 0.0
H -3.239898 -6.024816 -1.835271 0.0 0.0 0.0
H -4.208616 -6.032993 -4.111746 0.0 0.0 0.0
H -3.622913 -4.241214 -5.705465 0.0 0.0 0.0
H -2.070328 -2.459527 -5.058420 0.0 0.0 0.0
H 1.962359 -0.706108 -2.475668 0.0 0.0 0.0
H 4.261620 -1.563525 -2.298430 0.0 0.0 0.0
H 4.667019 -3.996136 -2.078010 0.0 0.0 0.0
H 2.758265 -5.565104 -2.070435 0.0 0.0 0.0
H 0.461120 -4.725725 -2.282710 0.0 0.0 0.0
C 1.264579 -4.602277 1.608563 -0.1 0.0 0.0
C 0.208697 -3.845592 1.153164 0.0 0.0 0.0
N 0.372832 -2.580109 0.748367 0.2 0.3 0.1
C 1.582439 -2.006348 0.833731 0.1 -0.2 -0.1
C 2.692431 -2.689195 1.308808 0.0 0.0 -0.1
C 2.520420 -4.022665 1.671523 0.0 0.0 0.1
C 4.003563 -2.008423 1.335232 0.0 0.0 0.0
C 4.891476 -1.944323 2.328384 0.1 0.0 0.0
C 4.808952 -2.465399 3.706119 0.0 0.1 -0.1
C 5.775888 -2.088157 4.628052 0.0 0.0 0.0
C 5.637419 -2.564196 5.922341 0.0 0.0 0.0
N 4.631132 -3.353537 6.282917 0.0 0.0 0.0
C 3.766704 -3.665130 5.324766 0.0 0.0 0.0
N 3.794642 -3.264397 4.059306 0.0 0.1 0.1
H 1.103358 -5.628588 1.905238 0.0 0.0 0.0
H -0.793858 -4.255155 1.092671 0.0 0.0 0.0
H 1.657300 -0.976568 0.502794 0.0 0.0 0.0
H 3.368081 -4.593110 2.018728 0.0 0.0 -0.1
H 4.261929 -1.493296 0.415710 0.0 0.0 0.0
H 5.801689 -1.391062 2.124622 0.0 0.0 0.0
H 6.602636 -1.448995 4.351547 0.0 0.0 0.0
H 6.353216 -2.304515 6.693547 0.0 0.0 0.0
H 2.949777 -4.320674 5.606616 0.0 0.0 0.0
```
Forces are in eV/Å.

As for the spin multiplicity: 1. For the LUMO energy, the calculation gives -4.918 eV. The molecular weight is 1024.75 g mol⁻¹. For the strongest force on any atom, the calculation gives 0.4 eV/Å. The total charge is +2.

[4]
Computed, not measured: one molecule with the formula C3H5NO3 in a non-equilibrium geometry, with wB97M-V/def2-TZVPD.

```
12
Properties=species:S:1:pos:R:3:forces:R:3
O 1.655830 2.577377 -2.555492 0.8 1.1 -0.4
C 0.969689 1.845570 -1.976977 -0.4 -0.6 0.1
N 0.274609 0.987978 -1.546815 -0.2 -0.8 0.7
C -0.590213 0.475793 -0.529221 -0.8 -0.3 0.6
C 0.093640 -0.486739 0.469187 0.6 -0.1 0.1
O -0.874658 -1.128385 1.328747 -0.4 0.6 -1.1
O -0.172942 -1.689989 2.420289 0.5 0.2 0.4
H -1.388626 -0.069034 -1.043099 0.0 0.1 0.2
H -1.045811 1.297702 0.036038 0.0 -0.1 -0.1
H 0.789010 0.079947 1.099547 -0.1 -0.1 -0.1
H 0.656588 -1.253852 -0.075935 0.0 0.1 0.0
H -0.367117 -2.636368 2.373731 -0.2 0.1 -0.3
```
Forces are in eV/Å.

As for the spin multiplicity: 1. For the LUMO energy, the calculation gives 0.668 eV. The molecular weight is 103.08 g mol⁻¹. For the strongest force on any atom, the calculation gives 1.4 eV/Å. As for the structure (SMILES): O=C=NCCOO.

[5]
Computed, not measured: a 2-piece molecular cluster, C6H12O overall, with wB97M-V/def2-TZVPD.

```
19
Properties=species:S:1:pos:R:3:forces:R:3
C -2.154575 -0.461897 1.962426 0.0 0.1 -0.1
C -1.343398 0.415376 1.383317 0.1 0.0 0.1
C 0.090878 0.093764 1.068386 -0.2 0.1 -0.1
C -1.794312 1.791100 0.987511 0.0 0.0 0.0
H -3.188396 -0.213126 2.169369 0.0 0.0 0.0
H -1.812629 -1.453237 2.232142 0.0 0.0 0.0
H 0.248519 0.190054 -0.008700 0.1 0.0 0.0
H 0.346638 -0.919865 1.371879 0.0 0.0 0.0
H 0.765407 0.804048 1.552414 0.0 0.0 0.0
H -2.845550 1.960148 1.217138 0.0 0.0 0.0
H -1.647993 1.934534 -0.086170 0.0 0.1 0.0
H -1.205750 2.555532 1.500572 0.0 0.0 0.0
C 2.261970 -1.594244 -1.398962 0.1 -0.1 0.0
C 2.074520 -0.950906 -2.538018 -0.1 0.0 0.1
O 1.690202 0.362242 -2.570782 0.1 -0.1 0.0
H 2.546091 -2.635360 -1.407399 0.0 0.0 0.0
H 2.138954 -1.097430 -0.448615 0.0 0.0 0.0
H 2.201372 -1.429430 -3.503144 0.0 0.0 0.0
H 1.628051 0.648697 -3.483364 0.0 0.1 -0.1
```
Forces are in eV/Å.

As for the spin multiplicity: 1. For the LUMO energy, the calculation gives 0.761 eV. The molecular weight is 100.16 g mol⁻¹. For the strongest force on any atom, the calculation gives 0.3 eV/Å. As for the structure (SMILES): C=C(C)C.C=CO.

[6]
Computed, not measured: C7H14CoOPS as an isolated structure in a non-equilibrium geometry, with wB97M-V/def2-TZVPD.

```
25
Properties=species:S:1:pos:R:3:forces:R:3
C 1.245107 0.121021 -1.848748 -0.6 -0.5 -0.5
C 1.419158 -1.192613 -1.317407 0.4 0.0 0.4
C 0.153631 -1.836650 -1.287612 0.3 0.8 -1.5
C -0.809190 -0.944618 -1.918778 0.7 -0.3 0.0
C -0.133148 0.245732 -2.263352 0.3 0.2 0.0
Co 0.007244 -0.007829 -0.039955 -1.1 -1.5 0.1
P 0.442360 1.930025 1.000428 0.4 1.6 1.0
H 2.021256 0.847025 -2.014883 0.1 0.1 0.0
H 2.377351 -1.639357 -0.981532 -0.9 0.5 -0.2
H -0.050498 -2.830264 -0.934673 0.1 0.0 0.0
H -0.573163 1.110107 -2.775264 0.2 -0.5 0.4
H -1.863463 -1.170805 -2.102967 0.6 0.2 0.2
H -0.094619 3.155093 0.507930 0.1 -0.4 0.0
H 1.780846 2.403568 1.121002 -0.3 -0.2 -0.1
H 0.072716 2.114836 2.360323 0.1 -0.2 -0.4
C -2.831020 -2.287308 2.207944 -0.6 0.7 -1.0
S -1.607154 -1.551652 0.886854 -2.9 -1.4 4.0
C -2.342220 -3.071343 -0.080698 1.3 0.5 -1.1
O -1.601760 -0.367733 2.024825 1.6 2.2 -1.6
H -2.721873 -3.327953 2.285499 -0.3 -1.7 -0.5
H -3.864976 -1.942190 1.923722 1.1 -0.6 0.2
H -2.611978 -1.954835 3.179550 0.4 1.0 1.1
H -3.401891 -3.050548 -0.029696 -0.9 -0.2 0.7
H -2.163734 -2.986470 -1.122397 0.5 -0.3 -1.1
H -1.845102 -3.964714 0.320941 -0.4 0.2 0.0
```
Forces are in eV/Å.

Its expectation value of S² is 6.038. As for the spin multiplicity: 5. For the LUMO energy (spin up / spin down), the calculation gives 0.576 / -0.572 eV. The molecular weight is 236.16 g mol⁻¹. For the strongest force on any atom, the calculation gives 5.2 eV/Å.